[1]
{
  "formula": "C2H2IN",
  "method": "the ωB97M-V functional and the def2-TZVPD basis",
  "total_charge": 0,
  "max_force_ev_per_a": 2.70,
  "spin_multiplicity": 3,
  "de_lowest_kj_mol": 213.9,
  "gap_ha": [0.23042, 0.30223],
  "s_squared": 2.03,
  "symbols": ["C", "C", "N", "I", "H", "H"],
  "positions_angstrom": [[1.309, -0.889, -0.160], [-0.580, 0.667, -0.197], [0.325, -0.194, -0.071], [-2.578, 0.127, 0.071], [1.736, -1.330, 0.705], [-0.212, 1.619, -0.348]],
  "lowdin_spin": [0.8860, 0.4333, 0.3006, 0.2543, 0.1067, 0.0191]
}

=====

[2]
{
  "formula": "C24H30N4O2",
  "method": "the ωB97M-V functional and the def2-TZVPD basis",
  "total_charge": 0,
  "max_force_ev_per_a": 1.29,
  "smiles": "CCc1noc(C)c1C(=O)N[C@H]1CCCc2c1cnn2-c1ccc(C(C)(C)C)cc1",
  "de_lowest_kj_mol": 136.0,
  "gap_ha": 0.33332,
  "symbols": ["C", "C", "C", "N", "O", "C", "C", "C", "C", "O", "N", "C", "C", "C", "C", "C", "C", "C", "N", "N", "C", "C", "C", "C", "C", "C", "C", "C", "C", "C", "H", "H", "H", "H", "H", "H", "H", "H", "H", "H", "H", "H", "H", "H", "H", "H", "H", "H", "H", "H", "H", "H", "H", "H", "H", "H", "H", "H", "H", "H"],
  "positions_angstrom": [[2.342, 4.985, -4.561], [3.533, 4.029, -4.625], [3.075, 2.618, -4.591], [3.075, 1.847, -5.641], [2.578, 0.638, -5.269], [2.251, 0.670, -3.968], [1.718, -0.574, -3.356], [2.536, 1.916, -3.467], [2.417, 2.423, -2.083], [3.239, 3.157, -1.572], [1.306, 1.991, -1.440], [1.063, 2.243, -0.029], [-0.142, 3.174, 0.181], [-1.471, 2.429, 0.045], [-1.628, 1.391, 1.161], [-0.395, 0.562, 1.197], [0.819, 0.943, 0.661], [1.659, -0.169, 0.845], [1.012, -1.146, 1.440], [-0.234, -0.702, 1.666], [-1.158, -1.552, 2.287], [-1.031, -2.925, 2.101], [-1.919, -3.791, 2.703], [-2.961, -3.328, 3.506], [-3.917, -4.325, 4.141], [-4.613, -5.126, 3.031], [-3.120, -5.274, 5.046], [-4.997, -3.649, 4.991], [-3.062, -1.956, 3.694], [-2.174, -1.074, 3.102], [1.801, 4.851, -3.627], [1.662, 4.803, -5.391], [2.687, 6.014, -4.613], [4.096, 4.190, -5.545], [4.179, 4.202, -3.763], [0.637, -0.639, -3.495], [1.941, -0.602, -2.293], [2.168, -1.435, -3.845], [0.650, 1.399, -1.923], [1.976, 2.727, 0.336], [-0.089, 3.987, -0.545], [-0.076, 3.608, 1.180], [-2.297, 3.141, 0.090], [-1.515, 1.930, -0.926], [-2.511, 0.769, 0.989], [-1.762, 1.913, 2.114], [2.689, -0.282, 0.573], [-0.223, -3.293, 1.489], [-1.793, -4.849, 2.538], [-3.896, -5.678, 2.431], [-5.165, -4.457, 2.374], [-5.312, -5.836, 3.466], [-2.601, -4.710, 5.819], [-3.790, -5.983, 5.528], [-2.381, -5.835, 4.481], [-4.556, -3.091, 5.814], [-5.652, -4.408, 5.414], [-5.606, -2.978, 4.390], [-3.837, -1.543, 4.319], [-2.266, -0.019, 3.301]],
  "nbo_charge": [-0.5912, -0.4468, 0.2084, -0.1366, -0.2767, 0.3727, -0.6802, -0.3034, 0.6741, -0.6229, -0.6091, -0.0671, -0.3987, -0.3898, -0.4318, 0.1704, -0.1619, -0.0346, -0.2595, -0.1759, 0.1300, -0.2121, -0.1530, -0.0188, -0.0629, -0.5974, -0.5976, -0.6083, -0.2159, -0.2165, 0.2051, 0.2070, 0.2130, 0.2248, 0.2425, 0.2307, 0.2420, 0.2463, 0.3968, 0.2502, 0.2217, 0.2075, 0.2171, 0.1930, 0.2302, 0.2143, 0.2132, 0.2377, 0.2040, 0.2067, 0.2110, 0.2074, 0.2125, 0.2071, 0.2069, 0.2096, 0.2132, 0.2089, 0.2170, 0.2156]
}

=====

[3]
{
  "formula": "C3H10N2S",
  "method": "the ωB97M-V functional and the def2-TZVPD basis",
  "total_charge": 0,
  "max_force_ev_per_a": 1.50,
  "smiles": "[H]/N=C/N.CCS",
  "de_lowest_kj_mol": 53.8,
  "gap_ha": 0.36256,
  "symbols": ["H", "N", "C", "N", "H", "H", "H", "C", "C", "S", "H", "H", "H", "H", "H", "H"],
  "positions_angstrom": [[-1.066, -2.184, -0.420], [-0.445, -2.574, -1.117], [0.719, -2.848, -0.688], [1.786, -3.046, -1.513], [0.989, -2.954, 0.369], [1.779, -2.692, -2.450], [2.654, -2.823, -1.072], [0.033, 2.493, 0.982], [-1.430, 2.206, 1.093], [-1.987, 0.987, -0.175], [0.348, 2.653, -0.054], [0.646, 1.647, 1.318], [0.381, 3.408, 1.473], [-1.958, 3.139, 0.909], [-1.719, 1.743, 2.033], [-0.731, 0.845, -0.688]],
  "nbo_charge": [0.3546, -0.7313, 0.2830, -0.8080, 0.1382, 0.3890, 0.3736, -0.6244, -0.4997, -0.0670, 0.2093, 0.2085, 0.2199, 0.2124, 0.2161, 0.1257]
}

=====

[4]
{
  "formula": "C17H22BBr2N8Ti",
  "method": "the ωB97M-V functional and the def2-TZVPD basis",
  "total_charge": 3,
  "max_force_ev_per_a": 0.42,
  "de_lowest_kj_mol": 0.0,
  "gap_ha": 0.22093,
  "symbols": ["Ti", "C", "C", "C", "C", "N", "N", "B", "N", "C", "C", "C", "C", "N", "N", "C", "C", "C", "C", "N", "N", "C", "C", "C", "C", "N", "H", "H", "H", "H", "H", "H", "H", "H", "H", "H", "H", "H", "H", "H", "H", "H", "H", "H", "H", "H", "Br", "C", "Br", "H", "H"],
  "positions_angstrom": [[0.966, -0.717, 1.278], [-0.952, 0.406, 4.258], [-1.355, 0.762, 2.871], [-2.432, 1.552, 2.483], [-2.418, 1.574, 1.110], [-1.370, 0.845, 0.666], [-0.703, 0.335, 1.761], [-1.219, 0.272, -0.703], [1.398, 0.017, -0.402], [1.852, 0.400, -1.619], [2.827, 1.350, -1.415], [2.979, 1.504, -0.013], [3.915, 2.378, 0.733], [2.091, 0.689, 0.565], [-1.006, -1.194, -0.790], [-1.806, -2.028, -1.487], [-1.651, -3.300, -0.991], [-0.712, -3.210, 0.029], [-0.191, -4.365, 0.810], [-0.306, -1.916, 0.161], [-1.418, 1.056, -1.832], [-1.629, 2.430, -1.995], [-1.752, 2.663, -3.311], [-1.606, 1.377, -3.956], [-1.670, 1.104, -5.413], [-1.398, 0.431, -3.081], [-1.827, 0.434, 4.905], [-0.238, 1.132, 4.651], [-0.521, -0.592, 4.319], [-3.149, 2.027, 3.133], [-3.106, 2.026, 0.413], [1.437, -0.014, -2.526], [3.397, 1.863, -2.174], [4.944, 2.060, 0.556], [3.717, 2.364, 1.802], [3.831, 3.404, 0.374], [-2.426, -1.645, -2.282], [-2.140, -4.195, -1.336], [0.857, -4.566, 0.576], [-0.742, -5.258, 0.526], [-0.326, -4.230, 1.883], [-1.652, 3.105, -1.155], [-1.919, 3.612, -3.792], [-2.634, 1.425, -5.810], [-1.533, 0.046, -5.617], [-0.904, 1.675, -5.940], [2.412, -0.074, 3.560], [3.053, -1.892, 3.711], [2.162, -2.897, 2.303], [2.751, -2.308, 4.666], [4.122, -1.915, 3.534]],
  "nbo_charge": [1.4824, -0.6664, 0.2757, -0.2865, 0.1057, -0.4059, -0.4178, 1.1204, -0.3668, 0.0322, -0.2140, 0.2744, -0.6709, -0.3748, -0.4125, 0.1257, -0.2952, 0.2671, -0.6754, -0.4147, -0.4989, -0.0265, -0.2481, 0.2555, -0.6642, -0.3084, 0.2871, 0.2616, 0.2257, 0.2893, 0.2708, 0.2802, 0.2836, 0.2791, 0.2393, 0.2812, 0.2877, 0.2849, 0.2425, 0.2874, 0.2440, 0.2363, 0.2712, 0.2644, 0.2486, 0.2573, 0.2931, -0.4820, 0.3051, 0.2848, 0.2846]
}

=====

[5]
{
  "formula": "C15H32FeNO3P2",
  "method": "the ωB97M-V functional and the def2-TZVPD basis",
  "total_charge": 1,
  "max_force_ev_per_a": 2.30,
  "spin_multiplicity": 5,
  "de_lowest_kj_mol": 30.2,
  "gap_ha": [0.29332, 0.31060],
  "s_squared": 6.02,
  "symbols": ["Fe", "P", "C", "C", "N", "C", "C", "C", "C", "C", "P", "H", "H", "H", "H", "H", "H", "H", "H", "O", "H", "H", "O", "H", "C", "H", "H", "H", "C", "H", "H", "H", "C", "H", "H", "H", "C", "H", "H", "H", "C", "C", "C", "C", "O", "H", "H", "H", "H", "H", "H", "H", "H", "H"],
  "positions_angstrom": [[0.102, 0.601, 0.290], [-2.110, 0.244, -0.229], [-2.217, 0.990, -1.902], [-0.860, 1.355, -2.449], [0.220, 1.227, -1.642], [1.454, 1.566, -2.088], [1.638, 2.190, -3.316], [0.536, 2.403, -4.138], [-0.707, 1.926, -3.718], [2.612, 1.143, -1.212], [2.194, -0.346, -0.197], [-1.593, 2.040, -4.341], [2.658, 2.469, -3.596], [0.645, 2.989, -5.050], [3.429, 0.824, -1.874], [2.942, 1.946, -0.529], [-2.787, 0.303, -2.556], [-2.832, 1.905, -1.779], [-1.400, -3.249, -3.542], [-1.624, -2.657, -4.294], [-2.380, -3.075, -4.730], [0.326, -3.094, -0.940], [-0.302, -3.760, -1.258], [0.236, -4.585, -1.202], [2.705, -1.734, -1.257], [3.762, -1.598, -1.546], [2.599, -2.675, -0.694], [2.075, -1.799, -2.156], [3.430, -0.386, 1.129], [3.252, -1.305, 1.707], [4.441, -0.398, 0.690], [3.292, 0.479, 1.789], [-2.942, 1.682, 0.521], [-3.949, 1.692, 0.083], [-2.933, 1.588, 1.606], [-2.413, 2.590, 0.206], [-3.244, -1.154, -0.111], [-3.449, -1.347, 0.956], [-4.182, -0.899, -0.634], [-2.786, -2.057, -0.551], [-1.248, 0.821, 4.063], [0.037, 0.221, 3.503], [1.247, 0.837, 4.180], [0.022, -1.287, 3.734], [0.123, 0.493, 2.124], [-1.304, 0.705, 5.154], [-2.133, 0.348, 3.622], [-1.321, 1.886, 3.821], [1.208, 0.704, 5.266], [2.173, 0.398, 3.804], [1.307, 1.902, 3.954], [-0.852, -1.738, 3.249], [0.906, -1.752, 3.282], [-0.002, -1.572, 4.797]],
  "lowdin_spin": [3.4659, 0.0565, 0.0075, 0.0120, 0.0432, 0.0131, 0.0004, 0.0089, -0.0003, 0.0092, 0.0554, 0.0001, 0.0002, 0.0004, 0.0017, 0.0006, 0.0005, 0.0005, 0.0000, 0.0000, 0.0000, -0.0003, -0.0003, 0.0000, 0.0139, 0.0028, 0.0003, 0.0000, 0.0089, 0.0001, 0.0020, -0.0002, 0.0096, 0.0019, -0.0001, 0.0011, 0.0158, 0.0000, 0.0032, 0.0003, 0.0059, 0.0218, 0.0060, 0.0021, 0.2277, 0.0009, -0.0001, 0.0000, 0.0010, 0.0000, 0.0000, -0.0004, -0.0003, 0.0003]
}

=====

[6]
{
  "formula": "C24H35As3MoNS4Sb",
  "method": "the ωB97M-V functional and the def2-TZVPD basis",
  "total_charge": 1,
  "max_force_ev_per_a": 4.00,
  "spin_multiplicity": 2,
  "gap_ha": [0.16740, 0.17002],
  "s_squared": 0.76,
  "symbols": ["Mo", "C", "As", "C", "C", "C", "C", "C", "As", "C", "C", "C", "As", "C", "C", "H", "H", "H", "H", "H", "H", "H", "H", "H", "H", "H", "H", "H", "H", "H", "H", "H", "H", "H", "H", "H", "H", "H", "H", "H", "H", "H", "S", "Sb", "S", "S", "S", "C", "C", "C", "C", "C", "C", "N", "C", "C", "C", "C", "C", "C", "C", "H", "H", "H", "H", "H", "H", "H", "H"],
  "positions_angstrom": [[0.127, -0.502, 0.040], [-2.387, -2.335, -2.685], [-0.627, -1.627, -2.138], [-0.424, -0.558, -3.771], [0.248, -3.405, -2.360], [1.748, -3.598, -2.608], [2.110, -2.947, -3.946], [2.629, -3.016, -1.508], [2.450, -1.112, -1.017], [3.255, -0.092, -2.484], [4.081, -1.098, 0.062], [2.039, -5.108, -2.731], [2.077, -6.468, -1.236], [3.771, -6.012, -0.321], [0.865, -5.782, 0.172], [-2.281, -2.662, -3.724], [-3.157, -1.564, -2.643], [-2.705, -3.183, -2.077], [-0.344, -1.195, -4.655], [0.418, 0.131, -3.724], [-1.336, 0.041, -3.857], [-0.292, -3.895, -3.182], [-0.038, -3.923, -1.434], [1.871, -1.885, -3.915], [1.553, -3.415, -4.756], [3.172, -3.063, -4.154], [3.681, -3.202, -1.761], [2.420, -3.518, -0.557], [4.060, -0.668, -2.944], [3.669, 0.813, -2.034], [2.545, 0.220, -3.247], [4.909, -1.382, -0.595], [4.034, -1.789, 0.903], [4.266, -0.091, 0.438], [3.033, -5.221, -3.175], [1.338, -5.527, -3.461], [4.581, -5.932, -1.043], [4.016, -6.833, 0.352], [3.723, -5.099, 0.267], [-0.176, -5.857, -0.137], [1.087, -4.760, 0.476], [0.993, -6.427, 1.040], [-1.406, 4.178, -0.205], [-0.039, 2.886, 1.156], [1.020, 1.598, -0.675], [-1.397, 0.789, 1.257], [-1.095, -4.291, 2.434], [-2.510, -3.785, 1.549], [-3.784, -4.330, 1.581], [-4.791, -3.676, 0.896], [-4.540, -2.483, 0.220], [-3.267, -1.952, 0.171], [-2.224, -2.626, 0.805], [-0.916, -2.213, 0.893], [-0.238, -2.930, 1.772], [0.995, -2.385, 2.250], [1.741, -2.914, 3.307], [2.714, -2.135, 3.897], [2.934, -0.837, 3.447], [2.244, -0.352, 2.350], [1.272, -1.112, 1.706], [-3.984, -5.223, 2.149], [-5.794, -4.074, 0.911], [-5.355, -1.956, -0.254], [-3.076, -0.990, -0.292], [1.526, -3.911, 3.662], [3.281, -2.522, 4.727], [3.660, -0.212, 3.945], [2.454, 0.653, 1.989]],
  "lowdin_spin": [0.6801, 0.0005, 0.0096, 0.0064, -0.0020, -0.0002, -0.0001, -0.0031, 0.0039, 0.0011, 0.0029, -0.0002, 0.0000, 0.0000, 0.0002, -0.0003, 0.0001, 0.0001, 0.0002, -0.0003, 0.0003, -0.0003, 0.0000, 0.0000, 0.0000, 0.0000, -0.0004, 0.0000, -0.0002, -0.0002, -0.0001, -0.0002, 0.0002, 0.0005, 0.0000, 0.0000, 0.0000, 0.0000, 0.0000, 0.0001, 0.0000, 0.0001, 0.0423, 0.0200, 0.0695, 0.1375, 0.0088, 0.0003, 0.0004, -0.0006, 0.0006, -0.0006, 0.0017, 0.0018, 0.0093, 0.0050, 0.0000, 0.0091, -0.0023, 0.0088, -0.0110, 0.0000, 0.0000, 0.0001, -0.0002, -0.0001, 0.0005, -0.0003, 0.0007]
}

=====

Which formula does entry 6 have?
C24H35As3MoNS4Sb